Record 1
A 2-piece molecular cluster, C3HINOS2 overall in a non-equilibrium geometry. Source: the Open Molecules 2025 dataset; level of theory: ωB97M-V with the def2-TZVPD basis set.

Structure (ORCA input):
```
! wB97M-V def2-TZVPD RIJCOSX def2/J DEFGRID3
* xyz -1 1
C -0.11781 0.09604 -0.23375
C -0.96650 1.05484 0.14594
C 1.40095 -1.91472 0.42935
N -2.08810 1.52569 0.40322
O 2.05817 -1.36559 1.20550
S 0.97342 1.48719 0.40647
S 0.89538 -2.97641 -0.56872
I -0.15764 -0.35331 -2.46612
H -1.99787 2.44626 0.67812
*
```

As for the relative energy (zero: lowest compared OMol25 entry of this formula, charge and spin): 55.6 kcal/mol. For the HOMO-LUMO gap, the calculation gives 6.33 eV.

Record 2
C35H30Br4EuN3O4 as an isolated structure in a non-equilibrium geometry. Source: the Open Molecules 2025 dataset; level of theory: ωB97M-V with the def2-TZVPD basis set.

Structure (ORCA input):
```
! wB97M-V def2-TZVPD RIJCOSX def2/J DEFGRID3
* xyz -2 7
Eu -1.21794 0.99690 0.93906
C -1.56956 4.52894 -0.72385
O -0.87767 3.29437 -0.77443
C 0.47935 3.29127 -1.05204
C 1.22782 4.42824 -1.24544
C 2.52914 4.34562 -1.41025
C 3.15500 3.11966 -1.44821
C 2.44870 1.93605 -1.32894
C 1.06977 2.00612 -1.00284
N 0.31742 0.97867 -0.55849
N 0.92172 -0.34272 -0.24854
C 1.94547 -0.26108 0.82999
C 1.77244 0.58110 1.89271
O 0.66673 1.23263 2.18078
C 2.86135 0.44336 2.84928
C 3.94857 -0.37872 2.69809
C 4.08708 -1.20134 1.56508
C 5.21088 -2.04223 1.38353
C 5.16635 -3.01787 0.39689
C 4.13719 -2.94516 -0.64942
C 3.07507 -2.09457 -0.52824
C 3.03981 -1.13239 0.61165
H -1.08108 5.29590 -0.03240
H -2.51863 4.31365 -0.25368
H -1.69669 4.91935 -1.75125
H 0.63173 5.30790 -1.25589
H 3.11267 5.28629 -1.61343
H 4.26607 2.97682 -1.72306
H 2.97039 0.99954 -1.45695
H 2.77149 0.95476 3.81472
H 4.72401 -0.41197 3.49797
H 6.11740 -2.05317 2.03312
H 5.99037 -3.68775 0.25506
H 4.01247 -3.52504 -1.55944
H 2.38336 -1.98350 -1.38632
Br -7.83741 3.55436 -0.59740
C -6.13646 3.30126 0.23433
C -5.53497 4.31639 0.86615
Br -6.33071 6.01119 0.84457
C -4.23556 4.21868 1.41309
Br -3.43299 5.73504 2.24475
C -3.53439 3.07150 1.34223
O -2.36931 2.80912 1.86449
C -4.17743 1.92693 0.65492
O -3.52057 0.78913 0.50401
C -5.45396 2.07378 0.08882
Br -6.14209 0.58023 -0.84820
C -1.92969 -1.87718 2.37858
C -0.95370 -3.12728 2.14514
C 0.30395 -3.06232 2.96319
C -0.64512 -3.34707 0.62321
C -0.69213 -4.71366 0.21975
C -0.53132 -5.07578 -1.06348
C -0.37729 -4.03261 -1.97152
C -0.32237 -2.70965 -1.64348
C -0.40077 -1.70072 -2.88011
C -1.54519 -0.74117 -2.72688
C 0.82237 -0.93078 -3.33381
C -0.39890 -2.30249 -0.27641
N -0.16392 -1.09367 0.29241
H -1.31890 -0.94231 2.62812
H -2.62847 -2.11065 3.27008
H -2.64486 -1.71728 1.55137
H -1.57217 -4.01864 2.34919
H 0.83812 -2.20510 2.50485
H 0.90020 -3.97270 3.00917
H 0.04684 -2.77709 4.01767
H -0.66400 -5.55141 0.95538
H -0.47945 -6.13174 -1.35983
H -0.32299 -4.31476 -3.01530
H -0.65420 -2.35585 -3.78585
H -1.28571 0.05615 -2.06712
H -2.46201 -1.23649 -2.29752
H -1.80840 -0.25611 -3.66892
H 1.15686 -0.27382 -2.59475
H 0.67189 -0.37987 -4.26639
H 1.68889 -1.64519 -3.51333
*
```

For the HOMO-LUMO gap (alpha / beta), the calculation gives 5.46 / 5.49 eV.

Record 3
A 2-piece molecular cluster, C5H14NP overall in a non-equilibrium geometry. Source: the Open Molecules 2025 dataset; level of theory: ωB97M-V with the def2-TZVPD basis set.

Structure (ORCA input):
```
! wB97M-V def2-TZVPD RIJCOSX def2/J DEFGRID3
* xyz 0 1
C 3.31127 -0.14024 0.51927
C -2.47172 1.89081 -0.00418
C 0.00958 -1.49795 1.37547
C -2.57077 0.35053 0.28214
C -1.56888 -0.63698 -0.41397
N 3.17745 -1.39957 -0.25936
P 0.18767 -0.64096 0.00063
H 2.58519 0.62596 0.34491
H 3.41556 -0.42805 1.54894
H -2.24153 2.13591 -1.06070
H -3.36835 2.42780 0.18491
H -1.66581 2.31072 0.53794
H -0.95624 -1.87618 1.64432
H 0.87807 -1.75843 1.94181
H 4.23962 0.37608 0.10414
H -3.56143 -0.01820 0.13521
H -2.28618 0.19911 1.37432
H -2.06360 -1.67832 -0.29873
H -1.57422 -0.47219 -1.46579
H 2.73814 -0.95678 -1.11336
H 2.40943 -1.93593 -0.04267
*
```

Its SMILES is C=PCCC.CN. As for the relative energy (zero: lowest compared OMol25 entry of this formula, charge and spin): 48.0 kcal/mol. For the HOMO-LUMO gap, the calculation gives 9.47 eV.

E values (in eV) by entry order: -36435.095, -348941.218, -16188.340.